1.
ORCA calculation (the ωB97M-V functional and the def2-TZVPD basis) on a molecular structure, C20H46NbO7S3 at a distorted geometry.

```
77
Properties=species:S:1:pos:R:3
C -2.465 1.209 -0.292
O -1.091 0.926 -0.403
C -0.618 -0.112 0.444
C 0.885 -0.153 0.317
C 1.571 -1.204 1.185
C 1.508 -2.642 0.661
C 1.790 -2.789 -0.829
C 1.913 -4.248 -1.254
C 2.617 -4.434 -2.597
Nb 1.928 -3.699 -4.585
H -2.594 2.288 -0.343
H -2.872 0.853 0.662
H -3.045 0.761 -1.106
H -0.925 0.108 1.475
H -1.094 -1.053 0.129
H 1.159 -0.281 -0.730
H 1.233 0.845 0.602
H 2.620 -0.917 1.276
H 1.146 -1.165 2.195
H 2.238 -3.235 1.218
H 0.529 -3.076 0.888
H 0.985 -2.338 -1.412
H 2.705 -2.250 -1.100
H 2.442 -4.781 -0.450
H 0.912 -4.680 -1.330
H 2.749 -5.513 -2.797
H 3.626 -3.997 -2.509
H 1.464 -5.124 -5.731
H 0.238 -3.473 -3.856
H 2.269 -1.961 -4.090
H 3.417 -3.368 -5.664
H 0.963 -2.543 -5.614
C -2.108 5.640 -4.345
C -2.686 6.569 -3.267
C -4.071 6.029 -2.892
S -4.006 4.247 -3.194
O -4.931 3.928 -4.251
O -4.062 3.528 -1.951
C -2.336 4.220 -3.844
H -1.050 5.829 -4.519
H -2.635 5.788 -5.289
H -2.035 6.557 -2.391
H -2.753 7.600 -3.613
H -4.331 6.176 -1.847
H -4.859 6.423 -3.530
H -2.287 3.448 -4.609
H -1.676 3.962 -3.016
C 5.758 2.949 3.371
C 4.323 2.839 3.909
C 3.667 1.641 3.218
S 5.004 0.493 2.820
O 5.118 0.399 1.391
O 4.898 -0.690 3.629
C 6.335 1.540 3.428
H 6.358 3.647 3.954
H 5.744 3.299 2.337
H 4.350 2.678 4.988
H 3.753 3.749 3.727
H 2.954 1.108 3.843
H 3.200 1.907 2.272
H 7.204 1.376 2.794
H 6.550 1.227 4.450
C -4.886 -3.051 1.763
C -4.874 -3.475 3.240
C -3.432 -3.852 3.593
S -2.375 -2.873 2.497
O -1.683 -3.772 1.617
O -1.656 -1.892 3.266
C -3.713 -2.095 1.588
H -5.826 -2.575 1.485
H -4.748 -3.922 1.120
H -5.202 -2.640 3.861
H -5.550 -4.309 3.426
H -3.153 -3.618 4.617
H -3.211 -4.896 3.379
H -3.384 -1.959 0.560
H -3.901 -1.128 2.053
```

Calculated values
Maximum force = 1.1 eV/Å
Net charge = -1

=====

2.
ORCA calculation (the ωB97M-V functional and the def2-TZVPD basis) on a molecular structure, C20H46O3P4RuS at a distorted geometry.

```
75
Properties=species:S:1:pos:R:3
Ru 0.437 -0.076 -0.389
P -0.697 -1.600 0.927
P 1.874 0.573 1.317
P 1.823 -1.861 -0.925
H -1.120 1.619 -2.250
C -0.595 0.663 -2.374
C -1.169 -0.545 -1.911
H -2.144 -0.506 -1.413
C -2.230 -0.974 1.715
C 0.127 -2.244 2.433
C -1.358 -3.094 0.101
C 2.670 2.026 0.573
C 1.244 1.214 2.912
C 3.269 -0.408 1.978
C 1.229 -2.991 -2.247
C 2.479 -3.187 0.189
C 3.452 -1.146 -1.409
H -0.017 0.612 -3.310
H -0.953 -1.468 -2.455
H -2.934 -0.617 0.953
H -1.986 -0.143 2.390
H -2.686 -1.788 2.289
H 0.488 -1.419 3.057
H 0.970 -2.893 2.186
H -0.605 -2.825 3.012
H -1.689 -2.843 -0.911
H -2.224 -3.459 0.671
H -0.618 -3.899 0.045
H 3.258 2.548 1.337
H 1.897 2.695 0.172
H 3.333 1.703 -0.238
H 2.102 1.418 3.566
H 0.592 0.486 3.407
H 0.674 2.132 2.744
H 3.760 0.190 2.759
H 4.006 -0.633 1.203
H 2.916 -1.337 2.441
H 2.094 -3.492 -2.704
H 0.683 -2.464 -3.035
H 0.574 -3.761 -1.819
H 3.216 -3.783 -0.373
H 1.691 -3.867 0.527
H 2.993 -2.765 1.056
H 3.803 -1.604 -2.342
H 4.192 -1.351 -0.626
H 3.394 -0.063 -1.556
C 2.317 0.140 -5.729
C 3.595 0.660 -6.029
C 4.030 0.730 -7.356
C 3.208 0.267 -8.390
C 1.903 -0.155 -8.107
C 1.452 -0.225 -6.787
S 1.895 -0.242 -4.069
H 1.987 0.837 -3.194
H 4.244 0.947 -5.204
H 5.019 1.130 -7.586
H 3.580 0.236 -9.415
H 1.240 -0.442 -8.922
H 0.461 -0.608 -6.553
C -3.528 2.471 -0.652
O -2.596 1.426 -0.268
P -1.064 1.659 0.240
O -0.614 3.114 -0.338
C -0.811 4.359 0.381
O -1.267 1.944 1.866
C -2.491 2.388 2.513
H -4.508 1.994 -0.725
H -3.267 2.884 -1.636
H -3.575 3.260 0.115
H -0.321 5.113 -0.238
H -1.880 4.600 0.474
H -0.333 4.326 1.370
H -2.663 3.450 2.299
H -3.350 1.768 2.215
H -2.340 2.264 3.593
```

Calculated values
Expectation value of S² = 6.03
Maximum force = 4.3 eV/Å
Spin multiplicity = 5
Net charge = +4

=====

3.
ORCA calculation (the ωB97M-V functional and the def2-TZVPD basis) on 3 unconnected molecules or ions with the total composition C20H47BF5IN6O9P2S2 at a distorted geometry.

```
93
Properties=species:S:1:pos:R:3
O -3.790 -3.865 -0.374
S -3.063 -3.367 -1.512
O -2.999 -4.528 -2.641
C -4.216 -5.208 -2.965
C -3.815 -6.541 -3.619
B -2.797 -6.400 -4.821
O -3.193 -6.919 -6.028
O -1.544 -5.810 -4.730
C -5.166 -4.436 -3.916
C -6.552 -4.333 -3.267
F -6.532 -3.877 -2.007
F -7.011 -5.622 -3.200
C -7.618 -3.569 -4.097
F -8.817 -4.065 -3.806
F -7.662 -2.283 -3.793
F -7.447 -3.750 -5.397
C -4.635 -3.131 -4.526
C -3.998 -2.068 -3.592
I -1.899 -1.693 -4.134
C -4.723 -0.728 -3.817
S -4.530 0.046 -5.431
O -5.850 0.486 -5.803
O -3.516 1.055 -5.389
O -4.160 -2.315 -2.227
H -4.770 -5.479 -2.068
H -4.734 -6.970 -4.020
H -3.462 -7.240 -2.860
H -2.427 -6.949 -6.615
H -1.508 -5.031 -5.299
H -5.340 -5.094 -4.766
H -3.865 -3.415 -5.242
H -5.404 -2.648 -5.125
H -5.785 -0.824 -3.614
H -4.297 0.008 -3.135
H -4.201 -0.972 -6.264
O 0.720 -0.691 -1.649
P 1.758 -0.483 -0.599
N 2.389 1.081 -0.954
C 3.607 1.464 -1.634
C 1.419 2.162 -0.875
N 2.844 -1.799 -0.982
C 3.982 -1.636 -1.875
C 2.108 -3.009 -1.339
N 2.181 -0.521 1.061
C 1.097 -0.308 2.020
C 3.445 -0.022 1.524
H 4.042 2.343 -1.143
H 3.433 1.714 -2.689
H 4.370 0.697 -1.597
H 1.460 2.665 0.101
H 0.400 1.796 -1.024
H 1.602 2.909 -1.648
H 3.732 -1.112 -2.808
H 4.379 -2.617 -2.140
H 4.807 -1.119 -1.381
H 1.768 -3.002 -2.381
H 1.227 -3.131 -0.707
H 2.745 -3.880 -1.179
H 0.863 0.760 2.141
H 1.354 -0.717 2.999
H 0.189 -0.818 1.690
H 3.451 1.069 1.654
H 4.264 -0.303 0.862
H 3.656 -0.481 2.492
O 3.222 2.417 5.397
P 2.995 3.879 5.575
N 2.198 4.345 4.120
C 2.718 5.000 2.940
C 0.920 3.692 3.890
N 4.646 4.437 5.696
C 5.403 4.887 4.537
C 5.460 3.520 6.489
N 2.419 5.160 6.566
C 1.356 4.828 7.516
C 2.333 6.502 6.068
H 1.979 5.714 2.559
H 2.948 4.286 2.136
H 3.613 5.577 3.136
H 0.083 4.317 4.228
H 0.866 2.737 4.421
H 0.770 3.472 2.831
H 5.329 4.207 3.677
H 6.457 4.974 4.803
H 5.103 5.890 4.229
H 5.806 2.656 5.909
H 4.900 3.138 7.343
H 6.327 4.054 6.883
H 0.361 4.801 7.047
H 1.330 5.553 8.332
H 1.540 3.849 7.963
H 1.423 6.681 5.478
H 3.200 6.772 5.466
H 2.325 7.181 6.924
```

Calculated values
Maximum force = 5.6 eV/Å

=====

4.
ORCA calculation (the ωB97M-V functional and the def2-TZVPD basis) on a molecular structure, C20H47ClFINO7 at a distorted geometry.

```
78
Properties=species:S:1:pos:R:3
O 3.462 -4.248 -0.761
C 2.383 -4.692 -1.063
Cl 2.179 -5.589 -2.573
C 1.162 -4.597 -0.188
C -0.059 -3.808 -0.752
C -1.259 -4.789 -0.728
C -2.538 -4.311 -1.384
F -3.419 -5.384 -1.382
C 0.111 -2.983 -2.040
C 0.285 -1.537 -1.569
I 2.350 -1.001 -1.168
C -0.265 -1.534 -0.202
N -0.402 -2.737 0.203
H 1.477 -4.165 0.755
H 0.846 -5.614 0.018
H -0.973 -5.723 -1.197
H -1.478 -4.971 0.322
H -3.021 -3.505 -0.835
H -2.408 -4.020 -2.421
H -0.764 -2.974 -2.681
H 0.913 -3.265 -2.707
H -0.064 -0.747 -2.214
H -0.495 -0.636 0.362
H -0.728 -2.933 1.147
C 6.240 2.793 -1.535
C 5.346 1.895 -2.368
O 3.959 2.146 -2.123
H 6.034 2.656 -0.474
H 7.292 2.576 -1.719
H 6.060 3.843 -1.773
H 5.516 0.848 -2.118
H 5.556 2.027 -3.434
H 3.784 3.062 -2.352
C -1.505 2.404 -0.623
C -0.816 2.481 0.724
O -0.107 1.268 1.018
H -2.206 1.571 -0.652
H -2.060 3.316 -0.837
H -0.769 2.252 -1.420
H -1.541 2.614 1.524
H -0.116 3.319 0.757
H 0.540 1.141 0.322
C -5.979 4.441 -1.500
C -5.203 3.391 -2.270
O -4.625 2.411 -1.401
H -5.338 4.944 -0.778
H -6.397 5.189 -2.175
H -6.801 3.979 -0.946
H -4.374 3.846 -2.811
H -5.848 2.889 -2.998
H -5.344 1.990 -0.923
C 4.467 -1.390 2.256
C 4.921 -2.690 2.888
O 4.028 -3.758 2.556
H 3.458 -1.140 2.588
H 5.131 -0.561 2.504
H 4.437 -1.506 1.171
H 4.928 -2.610 3.973
H 5.932 -2.950 2.560
H 4.039 -3.854 1.597
C 0.500 -5.017 4.955
C 0.861 -4.826 3.498
O -0.072 -3.939 2.838
H -0.509 -5.420 5.052
H 1.197 -5.701 5.437
H 0.529 -4.065 5.489
H 0.812 -5.772 2.961
H 1.872 -4.423 3.397
H -0.036 -3.098 3.306
C -3.269 8.621 -0.796
C -4.563 8.102 -0.198
O -4.465 6.724 0.171
H -2.994 8.034 -1.673
H -3.365 9.666 -1.090
H -2.452 8.542 -0.075
H -5.373 8.166 -0.922
H -4.843 8.694 0.679
H -3.765 6.646 0.823
```

Calculated values
Maximum force = 1.9 eV/Å
Net charge = +1
Energy above the lowest of the compared OMol25 structures with the same formula, charge and spin = 0.0 kcal per mole

=====

no.,E_tot (Eh)
1,-2567.59433
2,-2872.26014
3,-4096.89994
4,-2229.13838